Entry 1:
A molecular structure, C39H36AlAsN6O3S2 at a distorted geometry. Source: OMol25; level of theory: the ωB97M-V functional and the def2-TZVPD basis.

```
88
C39H36AlAsN6O3S2 the ωB97M-V functional and the def2-TZVPD basis
Al 19.777 15.967 7.175
O 22.832 16.962 11.176
C 23.764 17.023 10.284
C 25.125 17.390 10.488
C 26.020 17.449 9.468
C 25.681 17.425 8.133
C 24.360 17.129 7.866
C 23.388 16.923 8.813
C 22.021 16.549 8.448
O 21.549 16.295 7.235
N 21.148 16.776 9.410
N 19.787 16.575 9.087
C 19.006 16.118 10.112
S 19.039 14.538 10.663
C 17.726 14.645 11.891
C 16.800 15.848 11.557
S 17.795 17.167 10.844
H 21.646 17.037 10.429
H 25.323 17.620 11.498
H 27.129 17.490 9.721
H 26.421 17.628 7.396
H 24.088 17.046 6.787
H 18.167 14.622 12.850
H 17.146 13.744 11.898
H 16.419 16.221 12.472
H 16.003 15.631 10.860
C 9.187 24.189 5.046
O 10.580 24.394 5.397
C 11.404 23.318 5.621
C 11.096 22.175 6.295
C 12.043 21.171 6.362
C 13.324 21.293 5.854
C 13.695 22.532 5.344
C 12.732 23.551 5.241
C 14.375 20.343 5.797
N 15.676 20.549 5.387
C 16.232 19.355 5.580
C 15.340 18.341 6.070
N 14.172 19.050 6.271
C 15.774 17.088 6.572
C 15.008 16.003 7.118
C 15.678 14.914 7.608
C 17.026 14.859 7.630
N 17.788 15.803 7.117
C 17.209 16.916 6.563
C 18.098 17.888 5.992
N 19.442 17.597 6.008
C 20.296 18.494 5.497
C 19.861 19.718 4.923
C 18.536 20.067 4.993
C 17.652 19.105 5.481
H 8.996 24.944 4.283
H 8.528 24.485 5.860
H 8.887 23.155 4.700
H 10.211 21.956 6.918
H 11.795 20.191 6.797
H 14.755 22.526 5.019
H 13.050 24.526 4.798
H 13.358 18.711 6.748
H 13.934 16.134 7.225
H 15.026 14.127 7.958
H 17.578 14.013 7.961
H 21.311 18.084 5.525
H 20.585 20.282 4.364
H 18.146 21.044 4.543
C 20.640 13.370 4.510
As 20.206 13.329 6.443
C 19.022 11.722 6.515
C 21.937 12.649 7.169
C 22.287 11.165 7.209
C 22.254 10.357 6.037
C 22.718 9.033 6.121
C 23.251 8.463 7.302
C 23.087 9.213 8.478
C 22.743 10.581 8.424
H 19.965 12.793 3.902
H 21.607 12.855 4.420
H 20.622 14.364 4.100
H 18.947 11.250 7.494
H 19.382 10.935 5.801
H 18.005 11.979 6.197
H 22.036 13.066 8.221
H 22.702 13.191 6.622
H 21.855 10.775 5.100
H 22.905 8.508 5.218
H 23.827 7.560 7.276
H 23.274 8.791 9.410
H 22.656 11.129 9.371
```

The value obtained for the HOMO-LUMO gap is 4.57 eV. As for the relative energy (zero: lowest compared OMol25 entry of this formula, charge and spin): 140.85 kJ/mol. The calculation puts the highest occupied orbital energy at -11.2397 eV. Its charge is +2. The total energy is -145203.9526 eV.

List of Mulliken charges in e, atom by atom:
1. Al -0.54
2. O -0.86
3. C 0.55
4. C -0.80
5. C -0.27
6. C -0.97
7. C -0.08
8. C 0.03
9. C 0.71
10. O -0.21
11. N -0.06
12. N -0.12
13. C 0.26
14. S 0.12
15. C -0.77
16. C -0.60
17. S 0.03
18. H 0.47
19. H 0.47
20. H 0.30
21. H 0.47
22. H 0.26
23. H 0.47
24. H 0.43
25. H 0.49
26. H 0.30
27. C -0.76
28. O -0.42
29. C 0.51
30. C -0.55
31. C -0.24
32. C 0.44
33. C -0.65
34. C -0.55
35. C 0.26
36. N -0.68
37. C 0.37
38. C -0.02
39. N 0.02
40. C 0.07
41. C -0.46
42. C -1.67
43. C -0.06
44. N -0.01
45. C -0.40
46. C 0.44
47. N 0.34
48. C 0.02
49. C -1.04
50. C -0.21
51. C 0.66
52. H 0.30
53. H 0.29
54. H 0.33
55. H 0.39
56. H 0.20
57. H 0.49
58. H 0.37
59. H 0.22
60. H 0.45
61. H 0.49
62. H 0.90
63. H 0.56
64. H 0.45
65. H 0.46
66. C -1.32
67. As 0.92
68. C -1.30
69. C -1.18
70. C 1.01
71. C -0.21
72. C -0.64
73. C -0.59
74. C -0.59
75. C -0.56
76. H 0.43
77. H 0.40
78. H 0.37
79. H 0.42
80. H 0.40
81. H 0.42
82. H 0.31
83. H 0.60
84. H 0.20
85. H 0.37
86. H 0.42
87. H 0.45
88. H 0.31

Entry 2:
A single C5H6O molecule. Source: OMol25; level of theory: the ωB97M-V functional and the def2-TZVPD basis.

```
12
C5H6O the ωB97M-V functional and the def2-TZVPD basis
C 0.356 -1.260 0.677
C -0.462 0.029 0.721
C -0.077 1.011 -0.376
C 0.638 2.081 -0.147
C -0.535 0.748 -1.774
O -1.125 -0.263 -2.072
H 0.244 -1.760 -0.288
H 1.417 -1.058 0.847
H 0.010 -1.945 1.457
H -0.365 0.514 1.697
H -1.523 -0.193 0.572
H -0.328 1.534 -2.518
```

The value obtained for the HOMO-LUMO gap is 9.50 eV. As for the relative energy (zero: lowest compared OMol25 entry of this formula, charge and spin): 354.22 kJ/mol. The calculation puts the highest occupied orbital energy at -10.4675 eV. The total energy is -7325.6132 eV.

List of Mulliken charges in e, atom by atom:
1. C -1.02
2. C -0.50
3. C 0.39
4. C -0.20
5. C -0.16
6. O -0.46
7. H 0.32
8. H 0.31
9. H 0.30
10. H 0.38
11. H 0.27
12. H 0.37

Entry 3:
A molecular structure, C3H4N2O at a distorted geometry. Source: OMol25; level of theory: the ωB97M-V functional and the def2-TZVPD basis.

```
10
C3H4N2O the ωB97M-V functional and the def2-TZVPD basis
C -0.138 -1.193 0.042
C -1.058 -0.080 0.041
C 1.380 0.474 0.008
N 1.098 -0.913 0.000
N -2.215 0.258 0.018
O 0.248 1.221 0.044
H -0.498 -2.139 -0.085
H 1.927 0.875 0.903
H 1.928 0.391 -0.875
H -2.670 1.107 -0.096
```

The value obtained for the HOMO-LUMO gap (alpha / beta) is 6.81 / 6.50 eV. As for the relative energy (zero: lowest compared OMol25 entry of this formula, charge and spin): 151.02 kJ/mol. The calculation puts the highest occupied orbital energy (alpha / beta) at -5.9167 / -9.8710 eV. The expectation value of S² is 2.019. The total energy is -8196.9549 eV. The spin multiplicity is 3.

List of Mulliken charges in e, atom by atom:
1. C -0.36
2. C 0.55
3. C -0.07
4. N -0.67
5. N -0.50
6. O -0.26
7. H 0.45
8. H 0.27
9. H 0.34
10. H 0.25